1.
# C7H10N3OP

A single C7H10N3OP molecule in a non-equilibrium geometry (ωB97M-V with the def2-TZVPD basis set, OMol25).

Each line ends with the natural charge from an NBO analysis.
Atoms and positions in Å:
C -0.857 -2.315 0.126  0.22
C -1.298 -1.462 -3.209  0.02
C 0.361 1.384 0.367  0.40
C -0.408 -1.772 -1.050  -0.16
C -0.979 0.702 -1.372  -0.35
C 1.401 0.206 2.547  -0.66
C 1.587 1.660 2.242  -0.09
N -1.104 -2.695 1.182  -0.31
N -1.031 -2.094 -2.194  -0.36
N 0.210 1.161 -0.864  -0.52
O 1.528 1.850 0.781  -0.47
P -1.056 0.563 -3.145  0.46
H -1.753 -1.892 -4.055  0.20
H -0.474 1.262 1.122  0.15
H 0.720 -1.945 -1.059  0.25
H -2.073 0.861 -0.929  0.21
H 2.350 -0.241 2.802  0.22
H 0.657 -0.076 3.231  0.23
H 1.064 -0.250 1.627  0.22
H 2.621 2.042 2.555  0.20
H 0.952 2.393 2.766  0.19
H -2.418 0.659 -3.472  -0.04

Force components x, y, z for each atom (eV/Å):
-0.9813 -0.2726 1.9294
0.2071 2.3681 0.8440
-1.5258 0.4658 -0.3094
2.2189 0.9461 -1.7342
-2.2762 -0.6017 -0.0128
0.7774 -0.2944 -0.8652
2.1695 1.9374 0.3021
-0.2388 -0.1983 0.5149
-0.0772 -1.3754 -0.4327
-0.1974 -0.0316 -0.2029
0.0448 0.1417 1.9541
0.6039 -1.4661 -0.2514
-0.2722 -0.5180 -1.1149
0.8972 0.1507 -0.6448
-1.2674 0.9022 -0.4182
2.5433 -0.2286 -0.0764
0.1449 -0.2916 0.1951
-0.8812 0.0261 1.3180
0.1742 -0.5001 -0.1700
-1.2631 -0.7694 -0.7362
-0.4469 -0.5269 -0.4695
-0.3535 0.1366 0.3810

- Energy above the lowest of the compared OMol25 structures with the same formula, charge and spin: 259.4 kJ/mol
- LUMO (alpha / beta): -0.7 / -0.8 eV
- Max |F|: 3.0 eV/Å
- SMILES string: CCO/C=N/C=[PH]=C/N=C/C#N
- E_HOMO (alpha / beta): -7.9 / -7.8 eV
- HOMO-LUMO gap (alpha / beta): 7.1 / 6.9 eV

2.
# C7H10N4S2

2 unconnected molecules or ions with the total composition C7H10N4S2 in a non-equilibrium geometry (ωB97M-V with the def2-TZVPD basis set, OMol25).

Each line ends with the natural charge from an NBO analysis.
Atoms and positions in Å:
C -1.514 -0.525 -0.381  -0.02
C -0.251 -0.813 -0.882  -0.30
C -2.753 1.314 1.089  -0.42
C -3.422 1.282 -0.227  -0.42
C 3.174 -0.852 -0.021  -0.28
C 3.126 0.209 0.963  -0.51
C -1.973 0.867 -0.125  -0.26
N -2.235 -1.577 -0.052  -0.20
N -1.631 -2.659 -0.227  -0.38
N 2.655 -0.335 -1.241  -0.39
N 1.643 0.535 -1.171  -0.28
S -0.124 -2.492 -0.923  0.53
S 1.673 1.268 0.284  0.49
H -2.644 2.316 1.709  0.22
H -2.909 0.435 1.703  0.22
H -4.102 0.378 -0.272  0.22
H -3.885 2.196 -0.735  0.23
H 4.252 -1.329 -0.137  0.24
H 2.566 -1.743 0.371  0.21
H 2.998 -0.069 2.070  0.25
H 3.872 0.912 0.972  0.22
H -1.231 1.440 -0.584  0.22
H 2.713 -0.760 -2.182  0.41

Force components x, y, z for each atom (eV/Å):
1.4024 2.1947 -0.0865
0.6269 0.5410 -0.3784
0.7113 1.4213 1.8916
-2.3005 -1.0134 -0.7247
1.7146 -4.4216 0.2702
-2.7444 1.0689 2.6072
-0.4625 0.1148 -0.5588
-0.9316 -0.2368 0.7551
-0.4722 -3.2282 -0.1815
-0.4193 0.6718 -2.2855
-0.5409 -1.7774 -0.4306
-0.1482 0.9558 0.3208
0.5786 0.2339 1.8328
0.2591 -2.1826 -1.6594
-0.4525 0.2583 0.3502
0.6740 1.2194 -0.3684
1.3126 -1.3012 0.7591
-2.0446 1.2904 -0.1172
0.3851 1.0795 -0.6887
-0.2918 0.0000 -1.8414
2.2847 1.3569 -0.3822
0.7167 1.7379 -0.3593
0.1424 0.0167 1.2757

- Energy above the lowest of the compared OMol25 structures with the same formula, charge and spin: 493.7 kJ/mol
- LUMO (alpha / beta): -0.4 / -0.7 eV
- Max |F|: 4.8 eV/Å
- E_HOMO (alpha / beta): -8.5 / -7.8 eV
- HOMO-LUMO gap (alpha / beta): 8.1 / 7.1 eV

3.
# C7H10N5O

2 unconnected molecules or ions with the total composition C7H10N5O in a non-equilibrium geometry (ωB97M-V with the def2-TZVPD basis set, OMol25).

Each line ends with the natural charge from an NBO analysis.
Atoms and positions in Å:
C -0.721 -0.910 -2.268  0.21
C 0.507 -0.399 -0.653  -0.06
C -0.896 -0.318 -0.223  0.35
C -0.270 0.341 1.987  0.62
C 3.501 0.484 -0.183  0.03
C 1.340 0.065 0.360  0.38
C -3.019 -0.332 -1.460  -0.41
N 0.552 -0.762 -1.948  -0.39
N -1.702 -0.615 -1.278  -0.34
N -1.237 -0.071 1.076  -0.56
N 1.006 0.329 1.620  -0.51
N -0.602 0.674 3.232  -0.76
O 4.722 -0.055 0.031  -0.59
H -0.955 -1.135 -3.298  0.23
H 3.225 0.482 -1.173  0.18
H 3.547 1.552 0.283  0.20
H -3.833 -0.988 -0.952  0.22
H -3.145 0.642 -1.005  0.21
H -3.284 -0.299 -2.429  0.24
H -2.196 -0.010 1.344  0.43
H 4.860 -0.879 -0.333  0.49
H -1.492 1.158 3.414  0.41
H 0.092 1.046 3.857  0.43

Force components x, y, z for each atom (eV/Å):
0.2833 0.2672 -1.0084
-2.7137 -0.0894 2.0208
2.2213 -0.8265 -0.2613
1.8108 -0.8907 -1.2370
3.4657 2.1877 2.5642
-1.0871 1.7697 1.2593
-4.0271 0.1939 3.8951
-1.6339 -0.1516 -0.1502
6.4975 -1.4543 -0.1447
0.0653 0.9185 0.7752
-0.3168 -0.1910 -1.6416
-1.8961 0.9235 0.9971
-1.1159 2.8809 2.0303
-0.6141 -0.0841 0.1460
-1.4986 -0.6311 -2.3443
-0.7848 -2.1739 -0.4216
1.7890 0.4895 -0.5845
-0.6292 0.4941 -0.2442
-0.6810 0.2260 -3.4200
-0.5391 0.0070 0.1381
0.3289 -2.9216 -1.7309
0.4558 -0.7135 -0.3667
0.6199 -0.2304 -0.2706

- Energy above the lowest of the compared OMol25 structures with the same formula, charge and spin: 0.0 kJ/mol
- Charge: +1
- 2S+1: 3
- LUMO (alpha / beta): -4.0 / -5.7 eV
- Max |F|: 6.7 eV/Å
- E_HOMO (alpha / beta): -9.4 / -12.5 eV
- HOMO-LUMO gap (alpha / beta): 5.4 / 6.8 eV
- <S²>: 2.012

4.
# C7H10NOP

A single C7H10NOP molecule in a non-equilibrium geometry (ωB97M-V with the def2-TZVPD basis set, OMol25).

Each line ends with the natural charge from an NBO analysis.
Atoms and positions in Å:
C 2.260 0.764 1.330  -0.25
C 0.863 1.202 1.356  -0.25
C 2.723 0.011 0.356  -0.14
C 0.169 1.120 0.243  0.33
C 1.845 -0.456 -0.789  -0.44
C 0.734 0.585 -1.092  -0.46
C -3.348 -1.577 -0.258  -0.43
N -2.387 -0.582 -0.110  -0.96
O -1.126 1.597 0.310  -0.81
P -2.554 0.923 0.280  1.32
H 2.719 1.221 2.274  0.23
H 0.406 1.616 2.257  0.22
H 3.714 -0.264 0.426  0.19
H 2.574 -0.569 -1.596  0.21
H 1.387 -1.350 -0.606  0.22
H -0.106 0.262 -1.552  0.23
H 1.123 1.323 -1.799  0.22
H -3.382 -2.005 -1.266  0.20
H -3.257 -2.462 0.306  0.20
H -4.358 -1.358 -0.070  0.17

Force components x, y, z for each atom (eV/Å):
-6.1001 5.5185 6.5752
6.6103 -0.5536 4.8235
-0.0137 -2.2864 -3.7024
-2.6432 -0.8898 -6.3751
1.8922 2.9635 -0.0916
1.4317 1.5722 2.6781
-0.9308 -1.1156 -1.6148
1.3163 2.0070 0.6288
0.9770 0.4876 -0.2804
-1.2762 -1.8478 -0.4263
0.3011 -1.4558 -1.6290
0.4337 0.0998 -0.3017
1.9915 -0.8339 -0.4032
-0.5432 -0.1916 -0.4639
-1.0881 -2.5861 0.5717
-2.4708 -1.8936 -1.7550
0.2434 0.5021 0.4546
0.3795 0.3368 -0.3033
1.1414 -1.0057 1.2718
-1.6521 1.1724 0.3432

- Energy above the lowest of the compared OMol25 structures with the same formula, charge and spin: 98.0 kJ/mol
- 2S+1: 3
- LUMO (alpha / beta): 0.5 / -1.9 eV
- Max |F|: 10.5 eV/Å
- E_HOMO (alpha / beta): -5.0 / -9.1 eV
- HOMO-LUMO gap (alpha / beta): 5.5 / 7.2 eV
- <S²>: 2.006

5.
# C7H10NOP

A molecular structure, C7H10NOP in a non-equilibrium geometry (ωB97M-V with the def2-TZVPD basis set, OMol25).

Each line ends with the natural charge from an NBO analysis.
Atoms and positions in Å:
C 2.675 -0.819 -0.078  -0.23
C 1.705 -0.100 -0.149  -0.03
C 0.239 0.468 -1.849  -0.13
C -1.016 0.050 -1.830  -0.57
C 0.755 1.009 -0.406  -0.15
C -0.182 1.467 1.801  -0.42
C -0.759 -2.082 0.250  -0.58
N -0.415 1.064 0.475  -0.75
O -2.994 0.432 0.276  -1.02
P -1.654 0.093 -0.083  1.74
H 3.073 -1.776 -0.116  0.23
H 1.059 0.701 -2.516  0.23
H -1.583 -0.196 -2.742  0.26
H 1.350 1.870 -0.511  0.23
H 0.501 2.421 1.810  0.21
H -1.160 1.620 2.258  0.23
H 0.186 0.626 2.543  0.19
H -0.584 -2.465 -0.778  0.19
H 0.173 -1.720 0.748  0.19
H -1.370 -2.664 0.898  0.18

Force components x, y, z for each atom (eV/Å):
-1.7558 0.4521 -0.0520
1.0804 0.9164 0.6963
0.7749 2.2667 2.5777
-0.2371 0.7651 -0.4682
-1.3949 -3.6367 -1.5191
0.6657 0.0465 2.7394
3.6640 -3.4954 -0.1531
1.9240 0.2016 -2.1522
-4.2362 1.6904 0.7015
1.8715 0.5307 -1.5374
1.1664 -0.9476 0.0632
-0.6093 -0.7031 -0.9121
0.1721 -0.3033 0.8231
0.2702 1.6463 0.0311
-1.3942 -1.9006 0.3002
0.0157 0.8414 -0.0343
0.2390 1.3795 -1.6275
-0.3562 0.3556 0.7832
-0.9510 -0.0041 -0.5133
-0.9091 -0.1016 0.2532

- Energy above the lowest of the compared OMol25 structures with the same formula, charge and spin: 356.2 kJ/mol
- 2S+1: 3
- LUMO (alpha / beta): 0.7 / -2.1 eV
- Max |F|: 5.1 eV/Å
- E_HOMO (alpha / beta): -5.0 / -9.7 eV
- HOMO-LUMO gap (alpha / beta): 5.7 / 7.6 eV
- <S²>: 2.006

6.
# C7H10NPS2

A single C7H10NPS2 molecule in a non-equilibrium geometry (ωB97M-V with the def2-TZVPD basis set, OMol25).

Each line ends with the natural charge from an NBO analysis.
Atoms and positions in Å:
C -4.614 0.187 -0.776  -0.18
C -3.459 -0.035 -0.493  -0.04
C -1.179 0.844 0.118  -0.48
C -2.089 -0.118 -0.043  -0.08
C -1.737 -1.566 0.224  -0.56
C 1.907 -0.115 -0.990  -0.35
C 2.554 1.641 0.779  -0.41
N 1.560 0.663 0.233  -0.82
P 0.262 0.454 1.226  0.95
S 3.320 -1.182 -0.560  -0.08
S -0.144 -1.710 0.994  -0.13
H -5.651 0.114 -0.941  0.23
H -1.346 1.854 -0.114  0.23
H -2.454 -1.973 0.924  0.24
H -1.440 -2.113 -0.671  0.25
H 2.165 0.490 -1.919  0.23
H 2.832 -2.022 0.387  0.14
H 1.207 -0.920 -1.257  0.25
H 2.591 2.571 0.273  0.19
H 2.095 1.808 1.778  0.21
H 3.621 1.128 0.828  0.21

Force components x, y, z for each atom (eV/Å):
1.0983 -0.8780 0.4074
-0.1965 1.4671 -0.2595
0.0752 -1.6186 1.2839
-0.4148 -0.8366 -0.8165
0.9537 0.4585 0.2701
0.1014 -0.2080 0.8570
0.7108 -2.9316 0.9922
1.4853 0.7748 -1.7560
-1.4754 -0.9939 -0.8349
1.5203 -0.2511 -0.4428
1.3279 0.9739 1.4946
-0.4615 0.2660 -0.2274
-0.3808 1.2088 -0.2799
-0.3696 -0.6030 -0.4967
-1.6842 -0.1380 -0.3727
-0.1662 -0.6358 1.3932
-0.4984 0.5309 -0.4037
-0.6328 1.1424 0.2322
0.0306 0.7962 -0.8312
1.1232 0.2798 -0.2804
-2.1464 1.1964 0.0714

- Energy above the lowest of the compared OMol25 structures with the same formula, charge and spin: 335.1 kJ/mol
- LUMO: 0.4 eV
- Max |F|: 3.2 eV/Å
- SMILES string: C#CC1=CP(N(C)CS)SC1
- E_HOMO: -8.5 eV
- HOMO-LUMO gap: 8.8 eV